The following is a DFT calculation (wB97M-V/def2-TZVPD) of a structure of composition C37H36AsN8O4SZr.

```
88
C37H36AsN8O4SZr | OMol25 | wB97M-V/def2-TZVPD
Zr -0.106 0.804 -0.553
N -2.799 4.462 5.914
C -2.191 3.574 5.086
C -2.583 3.462 3.741
C -1.960 2.565 2.907
C -0.947 1.751 3.411
C -0.551 1.833 4.740
C -1.174 2.731 5.571
S -0.120 0.733 2.272
O -1.127 0.287 1.265
O 0.590 -0.375 2.856
N 0.827 1.560 1.277
C 1.720 2.514 1.682
N 2.353 3.159 0.691
C 3.231 4.084 1.058
C 3.498 4.386 2.383
C 2.782 3.663 3.322
N 1.900 2.730 2.987
H -3.453 5.131 5.552
H -2.453 4.606 6.844
H -3.388 4.082 3.365
H -2.249 2.472 1.867
H 0.238 1.187 5.103
H -0.880 2.801 6.611
H 3.740 4.597 0.247
H 4.213 5.144 2.663
H 2.914 3.828 4.386
N 2.627 0.197 -3.089
C 3.109 0.310 -1.802
C 4.470 0.621 -1.677
C 5.056 0.591 -0.436
C 4.281 0.214 0.654
C 2.949 -0.047 0.449
N 2.334 0.034 -0.752
C 1.365 0.231 -3.652
C 1.343 0.523 -5.024
C 0.150 0.562 -5.698
C -1.011 0.270 -4.991
C -0.900 -0.035 -3.657
N 0.257 -0.049 -2.956
H 3.348 0.330 -3.776
H 5.041 0.869 -2.562
H 6.105 0.826 -0.320
H 4.702 0.135 1.647
H 2.347 -0.381 1.275
H 2.275 0.729 -5.535
H 0.121 0.804 -6.752
H -1.978 0.283 -5.472
H -1.787 -0.306 -3.114
N -7.665 -0.044 -0.656
C -6.533 0.124 -0.762
C -5.119 0.308 -0.881
C -4.550 1.577 -0.856
C -3.175 1.726 -0.955
C -2.296 0.637 -1.067
C -2.919 -0.625 -1.088
C -4.288 -0.804 -1.016
H -5.190 2.444 -0.750
H -2.789 2.737 -0.947
H -2.321 -1.526 -1.187
H -4.720 -1.795 -1.056
C -1.064 -2.833 1.090
As 0.132 -1.933 -0.173
C 1.749 -2.842 0.486
C -0.067 -3.074 -1.833
C -0.052 -4.550 -1.606
C -1.211 -5.225 -1.224
C -1.194 -6.591 -0.989
C -0.017 -7.310 -1.143
C 1.139 -6.654 -1.539
C 1.120 -5.286 -1.767
H -0.916 -3.908 1.057
H -2.108 -2.589 0.902
H -0.796 -2.456 2.076
H 1.568 -3.913 0.469
H 1.943 -2.528 1.511
H 2.611 -2.613 -0.138
H 0.766 -2.769 -2.467
H -0.990 -2.772 -2.329
H -2.140 -4.673 -1.128
H -2.101 -7.099 -0.689
H -0.003 -8.377 -0.966
H 2.058 -7.209 -1.677
H 2.026 -4.782 -2.087
O 0.753 2.276 -1.816
C 0.231 3.227 -1.154
O -0.629 2.986 -0.284
H 0.530 4.259 -1.367
```

## Properties
E = -132016.7857 eV
M = 854.96 g/mol
total charge = +1
HOMO-LUMO gap = 7.8945 eV